(1)
{
  "formula": "C5H8F2",
  "method": "the ωB97M-V functional and the def2-TZVPD basis",
  "charge": 0,
  "molar_mass_da": 106.11,
  "e_lumo_ev": 0.93,
  "gap_ev": 10.6,
  "symbols": ["C", "C", "C", "C", "C", "F", "F", "H", "H", "H", "H", "H", "H", "H", "H"],
  "coordinates": [[-0.250, 0.430, 0.660], [-0.347, 0.697, -0.638], [-0.041, 1.953, -1.291], [0.376, -2.013, 0.544], [-0.369, -1.047, 1.356], [-0.661, -0.279, -1.567], [-1.743, -1.372, 1.465], [0.149, 1.224, 1.252], [-1.077, 2.355, -1.557], [0.424, 2.678, -0.549], [0.404, 1.802, -2.337], [1.209, -2.529, 1.203], [-0.189, -2.881, 0.356], [0.770, -1.595, -0.349], [0.040, -0.970, 2.340]],
  "atomic_forces_ev_per_a": [[-0.048, -2.563, 0.512], [0.582, -1.847, 0.241], [-1.506, 1.952, -1.355], [2.554, -2.241, 1.925], [-1.264, 3.605, -1.524], [-0.131, 0.582, 0.872], [0.818, -0.007, 0.043], [-0.090, 0.391, 0.465], [1.227, 0.017, 0.279], [-0.249, -0.876, -1.434], [0.056, 0.323, 1.883], [-1.086, 1.415, -1.357], [-1.181, -0.867, -0.698], [0.438, -0.020, -0.624], [-0.119, 0.137, 0.772]],
  "nbo_charge": [-0.33, 0.41, -0.69, -0.66, 0.20, -0.35, -0.37, 0.21, 0.23, 0.24, 0.25, 0.21, 0.24, 0.23, 0.17]
}

***

(2)
{
  "formula": "C19H13ClF2O",
  "method": "the ωB97M-V functional and the def2-TZVPD basis",
  "charge": 0,
  "molar_mass_da": 330.76,
  "e_lumo_ev": -3.07,
  "gap_ev": 3.1,
  "symbols": ["Cl", "C", "C", "C", "C", "O", "C", "C", "H", "H", "H", "H", "F", "C", "C", "C", "C", "C", "C", "C", "C", "C", "C", "C", "F", "C", "C", "H", "H", "H", "H", "H", "H", "H", "H", "H"],
  "coordinates": [[6.312, -1.511, -0.700], [4.618, -1.517, -0.794], [3.907, -2.735, -0.832], [2.528, -2.741, -0.907], [1.746, -1.482, -0.874], [0.500, -1.365, -0.772], [2.562, -0.272, -0.919], [3.928, -0.290, -0.840], [4.475, -3.667, -0.798], [1.981, -3.685, -0.947], [2.007, 0.665, -0.954], [4.476, 0.646, -0.812], [-5.061, -1.709, 0.186], [-4.280, -0.853, -0.558], [-4.635, -0.624, -1.873], [-3.837, 0.240, -2.628], [-2.689, 0.811, -2.102], [-2.270, 0.506, -0.763], [-1.049, 1.069, -0.319], [-0.474, 1.258, 0.968], [0.562, 2.245, 1.093], [1.219, 2.424, 2.302], [0.871, 1.684, 3.435], [-0.177, 0.790, 3.336], [-0.518, 0.064, 4.452], [-0.864, 0.564, 2.155], [-3.154, -0.297, 0.029], [-5.502, -1.108, -2.310], [-4.102, 0.463, -3.659], [-2.095, 1.531, -2.686], [-0.576, 1.689, -1.079], [0.796, 2.881, 0.223], [2.024, 3.151, 2.349], [1.416, 1.807, 4.368], [-1.675, -0.151, 2.151], [-2.970, -0.480, 1.080]],
  "atomic_forces_ev_per_a": [[1.094, -0.080, 0.081], [-1.612, 0.282, -0.031], [0.084, 0.566, -0.155], [-0.979, 0.805, 0.445], [1.924, 0.256, 0.151], [-0.887, -0.272, -0.457], [-0.861, -0.604, -0.022], [0.518, -0.619, -0.033], [-0.228, 0.224, -0.093], [0.129, 0.297, 0.060], [0.176, -0.113, 0.046], [0.092, -0.136, -0.039], [0.694, 0.918, -0.583], [-0.027, -0.533, 0.788], [0.309, 0.245, -0.326], [0.102, 0.127, -0.063], [0.458, -0.129, 0.637], [-1.343, -0.518, -0.337], [0.166, 0.696, 0.195], [0.337, 0.218, 1.007], [-0.443, -0.544, -0.260], [-0.115, 0.077, -0.208], [0.391, 0.374, -0.243], [-0.566, -0.774, 0.170], [0.179, 0.663, -0.989], [0.374, 0.245, -0.086], [0.187, 0.113, -0.466], [0.062, 0.061, 0.151], [-0.054, -0.061, 0.199], [-0.276, -0.613, 0.228], [0.107, -0.290, 0.013], [0.039, -0.523, 0.510], [-0.122, -0.106, 0.122], [-0.201, -0.079, -0.156], [0.418, 0.017, 0.150], [-0.125, -0.190, -0.408]],
  "nbo_charge": [0.00, -0.11, -0.22, -0.29, 0.39, -0.65, -0.29, -0.23, 0.22, 0.21, 0.19, 0.21, -0.32, 0.39, -0.21, -0.21, -0.12, -0.12, 0.11, -0.13, -0.13, -0.20, -0.22, 0.40, -0.32, -0.20, -0.19, 0.24, 0.23, 0.22, 0.21, 0.22, 0.23, 0.24, 0.23, 0.23]
}

***

(3)
{
  "formula": "C13H15FN",
  "method": "the ωB97M-V functional and the def2-TZVPD basis",
  "charge": 1,
  "molar_mass_da": 204.27,
  "e_lumo_ev": -3.34,
  "gap_ev": 9.4,
  "symbols": ["C", "C", "C", "C", "C", "C", "C", "C", "C", "C", "C", "C", "C", "N", "F", "H", "H", "H", "H", "H", "H", "H", "H", "H", "H", "H", "H", "H", "H", "H"],
  "coordinates": [[-3.314, 0.575, -0.807], [-2.136, 0.673, -1.037], [1.922, -0.576, 2.871], [0.556, -0.633, 2.793], [2.695, -0.565, 1.678], [-0.192, -0.493, 1.584], [2.099, -0.533, 0.446], [0.646, -0.425, 0.441], [2.663, -0.764, -0.877], [0.226, -0.584, -0.989], [1.472, -0.561, -1.855], [-4.675, 0.164, -0.485], [-0.739, 0.981, -1.255], [-0.018, 1.910, -0.409], [1.546, 0.646, -2.515], [2.447, -0.696, 3.865], [-0.058, -0.880, 3.654], [3.706, -0.622, 1.785], [-1.236, -0.466, 1.681], [3.563, -0.150, -1.218], [2.901, -1.818, -1.053], [-0.474, -1.373, -1.184], [1.428, -1.370, -2.538], [-4.552, -0.961, -0.250], [-5.170, 0.129, -1.482], [-5.123, 0.955, 0.127], [-0.666, 1.340, -2.274], [0.618, 2.454, -0.990], [0.619, 1.195, 0.214], [-0.752, 2.446, 0.080]],
  "atomic_forces_ev_per_a": [[0.639, -0.457, 0.179], [0.260, 1.094, 1.093], [1.457, -0.663, -0.083], [-2.200, 0.063, -0.366], [-2.191, 0.458, 1.241], [4.567, -0.210, 0.771], [-2.411, 0.267, 2.102], [0.508, -1.887, -0.752], [0.686, 0.503, -2.487], [-2.089, 3.605, -0.086], [0.062, -0.107, 1.404], [0.743, -1.197, -1.968], [0.759, -3.876, -1.999], [-0.058, -0.373, 1.054], [0.404, 0.455, -0.363], [-0.729, 0.238, -1.349], [0.335, 0.414, 0.278], [2.752, -0.168, 0.124], [-1.290, -0.065, -0.624], [-1.147, -0.732, 0.691], [0.420, 0.054, 0.547], [-0.267, -0.344, -0.104], [0.091, -0.371, -1.183], [-0.871, 1.988, 0.705], [-0.204, 0.242, 0.727], [-0.310, -1.040, 0.370], [0.409, -0.320, -0.214], [-0.216, 0.393, 0.177], [-1.230, 1.834, -0.140], [1.121, 0.204, 0.257]],
  "nbo_charge": [0.12, -0.17, -0.16, -0.20, -0.20, -0.15, 0.09, -0.23, -0.50, -0.19, 0.19, -0.71, -0.10, -0.73, -0.36, 0.25, 0.23, 0.22, 0.24, 0.26, 0.25, 0.25, 0.19, 0.27, 0.26, 0.27, 0.25, 0.45, 0.47, 0.45]
}

***

(4)
{
  "formula": "C4H6N2",
  "method": "the ωB97M-V functional and the def2-TZVPD basis",
  "charge": 0,
  "molar_mass_da": 82.11,
  "e_lumo_ev": 0.86,
  "gap_ev": 9.4,
  "symbols": ["C", "C", "C", "C", "H", "H", "H", "H", "H", "H", "N", "N"],
  "coordinates": [[1.849, -0.217, -0.026], [0.409, -0.264, 0.068], [-1.706, -0.834, -0.040], [-1.663, 0.548, -0.012], [2.164, -1.035, -0.840], [2.492, -0.215, 1.077], [2.190, 0.805, -0.389], [-2.660, -1.285, 0.143], [-2.459, 1.217, -0.024], [0.089, 1.759, -0.030], [-0.399, -1.374, 0.042], [-0.307, 0.895, 0.031]],
  "atomic_forces_ev_per_a": [[4.024, -0.103, 0.529], [-2.954, -1.569, -0.138], [1.675, 1.890, 1.045], [1.979, -1.779, -0.244], [-0.151, 1.757, 2.295], [-1.944, -0.794, -3.107], [-0.525, -1.275, 0.022], [0.081, -1.082, -0.380], [-0.904, 1.179, 0.003], [1.007, 2.646, -0.153], [0.041, 2.690, -0.082], [-2.330, -3.560, 0.209]],
  "nbo_charge": [-0.66, 0.31, -0.09, -0.12, 0.26, 0.23, 0.22, 0.21, 0.21, 0.40, -0.46, -0.51]
}

***

Q: Which formula does entry 3 have?
A: C13H15FN

***

Q: charge of number 4 (C4H6N2)?
A: 0

***

What did the first record say?
{
  "formula": "C5H8F2",
  "method": "the ωB97M-V functional and the def2-TZVPD basis",
  "charge": 0,
  "molar_mass_da": 106.11,
  "e_lumo_ev": 0.93,
  "gap_ev": 10.6,
  "symbols": ["C", "C", "C", "C", "C", "F", "F", "H", "H", "H", "H", "H", "H", "H", "H"],
  "coordinates": [[-0.250, 0.430, 0.660], [-0.347, 0.697, -0.638], [-0.041, 1.953, -1.291], [0.376, -2.013, 0.544], [-0.369, -1.047, 1.356], [-0.661, -0.279, -1.567], [-1.743, -1.372, 1.465], [0.149, 1.224, 1.252], [-1.077, 2.355, -1.557], [0.424, 2.678, -0.549], [0.404, 1.802, -2.337], [1.209, -2.529, 1.203], [-0.189, -2.881, 0.356], [0.770, -1.595, -0.349], [0.040, -0.970, 2.340]],
  "atomic_forces_ev_per_a": [[-0.048, -2.563, 0.512], [0.582, -1.847, 0.241], [-1.506, 1.952, -1.355], [2.554, -2.241, 1.925], [-1.264, 3.605, -1.524], [-0.131, 0.582, 0.872], [0.818, -0.007, 0.043], [-0.090, 0.391, 0.465], [1.227, 0.017, 0.279], [-0.249, -0.876, -1.434], [0.056, 0.323, 1.883], [-1.086, 1.415, -1.357], [-1.181, -0.867, -0.698], [0.438, -0.020, -0.624], [-0.119, 0.137, 0.772]],
  "nbo_charge": [-0.33, 0.41, -0.69, -0.66, 0.20, -0.35, -0.37, 0.21, 0.23, 0.24, 0.25, 0.21, 0.24, 0.23, 0.17]
}